This record from the Open Molecules 2025 dataset describes a molecular structure, C24H25CrN5O4S. The level of theory is the ωB97M-V functional and the def2-TZVPD basis.

Structure (ORCA input):
```
! wB97M-V def2-TZVPD RIJCOSX def2/J DEFGRID3
* xyz 1 4
H 2.770 2.580 0.055
C -0.736 -1.538 1.911
C 0.032 0.787 -4.421
C 1.114 -1.525 0.250
H -1.902 1.122 0.942
Cr 0.605 0.956 1.581
O -0.276 0.895 -1.806
H -0.462 2.204 4.292
O -0.003 4.850 1.643
C 2.859 1.581 -0.354
H -1.913 -1.372 -3.999
C -1.885 0.823 5.175
N -0.603 0.477 3.201
H -2.122 1.473 6.004
N 2.016 0.685 0.116
N -1.087 1.672 0.688
C -2.794 -2.460 3.661
H 3.689 -2.669 -2.497
H 4.485 2.022 -1.688
H -0.946 1.618 -0.332
C -2.425 -3.167 2.554
C -1.953 -0.655 -3.177
S -0.241 -0.141 -2.897
O 0.963 2.819 1.779
C -2.502 -0.387 5.010
H 2.144 -4.278 -1.444
H -3.254 -0.722 5.714
C -1.414 -2.720 1.680
C 3.809 1.259 -1.332
O 2.963 0.078 3.777
C 2.209 0.417 3.025
H 2.182 0.515 -4.404
H -2.913 -4.107 2.332
C -1.177 -0.755 3.033
N 0.289 -0.953 1.197
C 2.044 -0.602 -0.338
H -3.934 0.188 -3.121
H -2.653 1.360 -2.825
C 2.984 -2.354 -1.740
H -1.193 -3.320 0.813
C -0.028 3.654 1.549
H -0.703 1.591 -4.443
C 3.858 -0.023 -1.809
C 1.453 1.325 -4.441
H -0.161 0.100 -5.248
C -0.940 1.233 4.227
C 2.967 -1.003 -1.319
H 0.587 -3.604 0.283
C -2.172 -1.216 3.914
H -3.557 -2.823 4.336
H -1.898 3.572 0.688
C -2.929 0.486 -3.417
H -2.200 -1.218 -2.274
H 4.584 -0.304 -2.562
C 1.200 -2.840 -0.164
H 1.622 1.894 -5.354
H -2.964 0.774 -4.466
N -1.237 2.994 1.189
H 1.624 1.987 -3.592
C 2.124 -3.236 -1.153
*
```

The HOMO energy (alpha / beta) is -10.05 / -10.27 eV. The calculation puts the total energy at -2946.8828 hartree. As for the HOMO-LUMO gap (alpha / beta): 6.91 / 6.76 eV. For the largest force on an atom, the calculation gives 0.018 hartree/bohr.



This record from the Open Molecules 2025 dataset describes 2 unconnected molecules or ions with the total composition C3H7S in a non-equilibrium geometry. The level of theory is the ωB97M-V functional and the def2-TZVPD basis.

Structure (ORCA input):
```
! wB97M-V def2-TZVPD RIJCOSX def2/J DEFGRID3
* xyz -1 1
H 2.079 -1.832 -0.561
H 3.018 0.616 0.180
S -2.164 -0.378 -0.101
C 1.518 -1.021 0.048
C 1.964 0.401 0.119
H 0.198 1.519 -0.579
H 1.442 2.390 0.605
H 0.481 -1.245 -0.218
H 1.470 -1.538 0.968
C 1.161 1.483 0.091
H -1.927 0.954 -0.325
*
```

The HOMO energy is -2.45 eV. The calculation puts the total energy at -516.6502 hartree. As for the HOMO-LUMO gap: 6.55 eV. For the largest force on an atom, the calculation gives 0.065 hartree/bohr.